The following is a DFT calculation (ωB97M-V/def2-TZVPD) of a molecular structure, C32H55AsGeN6O4S2V.

Geometry as XYZ:
```
102
C32H55AsGeN6O4S2V, DFT ωB97M-V/def2-TZVPD
V -0.20046 -0.39345 0.11001
C 1.36696 -6.95602 1.69090
C 0.78276 -5.57954 1.89337
C 1.11044 -4.56933 1.06030
C 0.62512 -3.13768 1.19420
C -0.39880 -3.08746 2.30767
C -0.72544 -4.14964 3.12271
C -0.13833 -5.39854 2.97887
S -1.30547 -1.62425 2.44070
O -1.76431 -1.47379 3.83011
O -2.42445 -1.60174 1.49052
N -0.38379 -0.36694 2.00451
C 0.87651 -0.27078 2.73242
C 2.06561 -0.21728 1.75256
O 3.20819 -0.12704 2.19839
O 1.74664 -0.28362 0.50827
H 1.94987 -7.00228 0.76852
H 0.57216 -7.70768 1.64016
H 2.02090 -7.21816 2.52899
H 1.79187 -4.75136 0.22920
H 1.50575 -2.52655 1.46226
H -1.47047 -3.97377 3.89344
H -0.40486 -6.22726 3.62519
H 1.01331 -1.12515 3.40495
H 0.92501 0.62719 3.36263
C 3.18259 -2.04260 -4.13125
C 2.89114 -2.25904 -2.65361
N 2.28686 -1.05891 -2.12805
C 1.31035 -0.37766 -2.78962
N 0.45887 0.31387 -2.11451
C -0.30420 1.36767 -2.76025
C 0.08079 1.60617 -4.21844
C 0.29145 0.25374 -4.87644
N 1.38076 -0.40512 -4.18820
C 1.89505 -1.60936 -4.81417
H 3.56903 -2.95297 -4.59404
H 3.92392 -1.24613 -4.23335
H 3.80976 -2.44969 -2.09823
H 2.23885 -3.13600 -2.53317
H 2.23509 -0.92725 -1.11444
H -0.15381 2.27946 -2.17885
H -1.36595 1.12172 -2.70584
H 1.01754 2.16709 -4.26808
H -0.69829 2.17713 -4.72894
H 0.57734 0.36146 -5.92697
H -0.63685 -0.33745 -4.83602
H 2.07847 -1.38487 -5.86962
H 1.15772 -2.42500 -4.77001
C -1.85354 1.23803 4.80943
C -0.93609 2.19901 4.14672
C -0.15628 3.11104 4.80339
C 0.67858 3.94959 4.05019
N 0.72929 3.89443 2.73106
C -0.01680 2.98621 2.08411
S 0.03617 2.78786 0.42115
N -0.91029 2.18155 2.79048
C 1.61650 4.91383 4.70414
H -1.80787 1.35249 5.89177
H -1.59386 0.20588 4.53535
H -2.87681 1.40992 4.47007
H -0.16980 3.16122 5.88330
H -1.09963 1.26318 2.33532
H 1.19723 5.32180 5.62521
H 1.84415 5.72108 4.01145
H 2.55040 4.40376 4.94867
C -4.36197 0.70761 1.98682
C -4.49433 0.18036 0.56003
As -2.81827 0.38329 -0.47693
C -3.53262 -0.49849 -2.14640
C -5.03015 -0.55400 -2.44553
C -3.16913 2.32344 -0.88758
C -4.26702 2.68257 -1.88316
H -5.30881 0.62348 2.52875
H -4.06172 1.76023 1.99148
H -3.60652 0.12476 2.51540
H -5.29507 0.70334 0.03102
H -4.73250 -0.88364 0.58452
H -3.16560 -1.51908 -2.03880
H -3.00700 -0.07222 -3.00459
H -5.58732 -1.00775 -1.62526
H -5.20574 -1.16603 -3.33630
H -5.45128 0.43467 -2.63342
H -2.22639 2.76450 -1.19730
H -3.39324 2.76092 0.08958
H -4.04288 2.27725 -2.87308
H -4.35943 3.76938 -1.97868
H -5.23924 2.29579 -1.57017
C -0.98645 -5.56148 -1.20598
Ge -1.30214 -3.58223 -1.00591
C -3.24770 -3.64561 -0.58502
C -1.14553 -3.00337 -2.94020
C 0.09299 -2.50031 -0.12316
H -1.70609 -5.98098 -1.91978
H -1.12275 -6.04850 -0.23945
H 0.02364 -5.78556 -1.55451
H -3.82097 -3.89597 -1.48245
H -3.59870 -2.70728 -0.16525
H -3.39998 -4.42220 0.16682
H -2.04344 -3.18955 -3.53731
H -0.31211 -3.54310 -3.40250
H -0.91835 -1.93373 -2.97467
H 0.90372 -2.59322 -0.86397
```

Output
- orbital gap (spin up / spin down) (hartree) = 0.149 / 0.129
- spin multiplicity = 2
- LUMO (spin up / spin down) (eV) = 4.27 / 4.27
- ⟨S²⟩ = 0.90
- energy above the lowest of the compared OMol25 structures with the same formula, charge and spin (eV) = 0.779
- HOMO level (spin up / spin down) (eV) = 0.2 / 0.8
- charge = -2
- total energy (hartree) = -7934.89475

---

The following is a DFT calculation (ωB97M-V/def2-TZVPD) of a molecular structure, C26H19N2O7PRuS.

Geometry as XYZ:
```
57
C26H19N2O7PRuS, DFT ωB97M-V/def2-TZVPD
Ru -0.49573 1.16828 -0.01884
O -2.22921 4.61689 -2.62845
C -1.57979 3.84904 -1.75840
O -0.53593 3.29219 -1.98500
C -2.28038 3.74898 -0.43918
C -3.33141 4.56583 -0.06588
C -3.85386 4.43480 1.21635
C -3.29954 3.50866 2.08258
C -2.25336 2.72638 1.62436
N -1.77017 2.83930 0.39153
C -1.55072 1.71440 2.50547
O -1.90028 1.51425 3.63380
O -0.49386 1.14849 1.93383
H -1.72326 4.63483 -3.45611
H -3.72207 5.28861 -0.76626
H -4.67826 5.05900 1.53229
H -3.64693 3.36553 3.09599
O -1.17339 0.58419 -1.98261
S -2.26510 -0.29503 -1.44640
O -3.47861 -0.33166 -2.17974
O -2.36632 0.15295 -0.01716
C -1.57464 -1.92272 -1.41468
C -2.29534 -2.94008 -2.01757
C -1.76946 -4.22474 -2.03871
C -0.53245 -4.48024 -1.46957
C 0.18553 -3.45464 -0.86926
C -0.32859 -2.16524 -0.82686
P 0.65960 -0.85197 -0.04370
C 2.20468 -0.84256 -0.97991
C 2.21867 -0.14218 -2.18724
C 3.35385 -0.15790 -2.98059
C 4.47763 -0.86479 -2.57087
C 4.46484 -1.56312 -1.37238
C 3.32813 -1.55883 -0.57630
C 1.00043 -1.40449 1.63195
C 2.05541 -0.81780 2.33049
C 2.25775 -1.12569 3.66355
C 1.39932 -2.00648 4.30964
C 0.34140 -2.57991 3.62204
C 0.13734 -2.28027 2.28309
H -3.25276 -2.71756 -2.46655
H -2.32746 -5.02378 -2.50727
H -0.12018 -5.47992 -1.49338
H 1.15375 -3.66187 -0.42939
H 1.33865 0.40322 -2.51138
H 3.36173 0.37898 -3.91975
H 5.36468 -0.87358 -3.19028
H 5.33937 -2.11581 -1.05620
H 3.32124 -2.10673 0.35757
H 2.71790 -0.11783 1.83408
H 3.07878 -0.67330 4.20313
H 1.55375 -2.24084 5.35432
H -0.33222 -3.25810 4.12793
H -0.69872 -2.72209 1.75663
N 2.22700 2.69177 0.06645
C 1.22735 2.12277 0.00631
H 3.09122 3.19240 0.10247
```

Output
- orbital gap (spin up / spin down) (hartree) = 0.322 / 0.268
- spin multiplicity = 2
- LUMO (spin up / spin down) (eV) = -3.21 / -4.65
- ⟨S²⟩ = 0.75
- energy above the lowest of the compared OMol25 structures with the same formula, charge and spin (eV) = 0.000
- HOMO level (spin up / spin down) (eV) = -12.0 / -12.0
- charge = +1
- total energy (hartree) = -2472.69407

---

The following is a DFT calculation (ωB97M-V/def2-TZVPD) of C3H6N4O in the gas phase.

Geometry as XYZ:
```
14
C3H6N4O, DFT ωB97M-V/def2-TZVPD
H -2.29266 1.86577 0.54467
N -1.51997 1.07941 0.84164
C -1.74995 0.03675 0.16266
N -3.07455 -0.17588 -0.50686
N -0.70406 -0.94338 -0.14074
C 0.42785 -0.33681 -0.01732
N 1.68187 -0.97494 0.26551
C 2.80403 -0.02882 0.20364
O 2.44563 1.21926 -0.69300
H -3.85238 0.64212 -0.43259
H -3.50815 -1.29976 -0.67218
H 0.73149 0.65399 -0.22649
H 1.94753 -2.04508 0.21705
H 3.83461 -0.49430 0.80292
```

Output
- orbital gap (hartree) = 0.300
- LUMO (eV) = -0.83
- energy above the lowest of the compared OMol25 structures with the same formula, charge and spin (eV) = 7.030
- HOMO level (eV) = -9.0
- charge = 0
- total energy (hartree) = -411.95058

---

The following is a DFT calculation (ωB97M-V/def2-TZVPD) of a molecular structure, C6H12N2O.

Geometry as XYZ:
```
21
C6H12N2O, DFT ωB97M-V/def2-TZVPD
C 0.60947 0.69942 1.13557
C 0.86967 0.00284 -0.65205
C 0.36455 2.18536 1.02729
C 1.49592 -1.37880 -0.53434
C -1.50217 -0.17543 -0.52168
N -1.82811 -1.31135 -1.25394
C -1.41124 -0.42941 0.99381
N -0.43910 -0.01142 1.67088
O -1.96735 0.93086 -0.82710
H 1.55390 0.42602 1.61085
H -1.32354 -2.16660 -1.08523
H -2.14677 -1.12927 -2.19403
H -2.23375 -0.95773 1.46797
H 0.38403 0.15615 -1.61343
H 1.66111 0.74691 -0.77362
H -0.49137 2.36276 0.37688
H 1.24673 2.68326 0.63133
H 0.14748 2.60091 2.01242
H 2.15070 -1.45305 0.33474
H 0.75230 -2.16582 -0.39880
H 2.10756 -1.61559 -1.40752
```

Output
- orbital gap (hartree) = 0.345
- LUMO (eV) = 0.68
- energy above the lowest of the compared OMol25 structures with the same formula, charge and spin (eV) = 2.851
- HOMO level (eV) = -8.7
- charge = 0
- total energy (hartree) = -420.47914

---

The following is a DFT calculation (ωB97M-V/def2-TZVPD) of a molecular structure, C29H24Cl3GeN4O2SSiTc.

Geometry as XYZ:
```
66
C29H24Cl3GeN4O2SSiTc, DFT ωB97M-V/def2-TZVPD
Tc 0.51936 0.03026 -1.00512
N 4.74507 2.76889 -7.38836
C 4.02760 2.43816 -6.31026
C 2.79292 3.08215 -6.04688
C 2.04472 2.73215 -4.95974
C 2.53004 1.73693 -4.09685
C 3.75820 1.08908 -4.32527
C 4.49984 1.44553 -5.41242
S 1.54495 1.17609 -2.83982
O 2.32199 0.92135 -1.57257
O 0.38312 1.99943 -2.52774
N 0.98252 -0.34367 -3.11262
C -0.39729 -0.44490 -3.32100
N -0.98155 -0.38381 -4.48551
C -2.30737 -0.54820 -4.48375
C -3.05302 -0.73893 -3.31878
C -2.37385 -0.74526 -2.12508
N -1.03818 -0.60160 -2.13465
H 4.41900 3.47029 -8.03104
H 5.61946 2.31624 -7.59275
H 2.44289 3.86296 -6.70875
H 1.10472 3.22724 -4.75479
H 4.11664 0.33613 -3.63542
H 5.45738 0.97600 -5.59397
H -2.78170 -0.52415 -5.45756
H -4.12425 -0.86795 -3.34734
H -2.85404 -0.87443 -1.16385
Cl 2.88915 -1.76025 1.17388
Si 1.93692 -1.97617 -0.59178
Cl 0.75957 -3.61308 -0.58179
Cl 3.32511 -2.14358 -2.04520
C -0.22340 -0.38102 0.56175
Ge -0.91039 -0.50247 2.42794
C -1.04692 -2.35291 3.08361
C 0.11991 -3.08870 3.27230
C 0.04055 -4.35646 3.83268
C -1.19294 -4.87581 4.19954
C -2.35081 -4.13493 4.01668
C -2.28459 -2.86579 3.45245
C 0.45619 0.46814 3.42458
C 0.31469 0.50961 4.80994
C 1.23316 1.20810 5.57937
C 2.29764 1.85943 4.97071
C 2.44611 1.81724 3.59238
C 1.52699 1.12394 2.81968
C -2.67110 0.32458 2.36455
C -3.70953 -0.28698 1.66133
C -4.97553 0.27919 1.66905
C -5.20130 1.45500 2.37376
C -4.16772 2.06858 3.06669
C -2.89637 1.50972 3.05923
H 1.08390 -2.67506 3.01646
H 0.94663 -4.92722 3.98887
H -1.25070 -5.86066 4.64378
H -3.31048 -4.53637 4.31364
H -3.19028 -2.28616 3.32963
H -0.50467 -0.01585 5.28860
H 1.12116 1.23877 6.65475
H 3.01750 2.39659 5.57322
H 3.27839 2.32378 3.12121
H 1.65250 1.08552 1.74100
H -3.53920 -1.22610 1.14280
H -5.78864 -0.20058 1.14002
H -6.19203 1.88911 2.38962
H -4.34895 2.98399 3.61384
H -2.08966 1.98893 3.60109
```

Output
- orbital gap (spin up / spin down) (hartree) = 0.153 / 0.153
- LUMO (spin up / spin down) (eV) = -9.57 / -9.57
- energy above the lowest of the compared OMol25 structures with the same formula, charge and spin (eV) = 2.137
- HOMO level (spin up / spin down) (eV) = -13.7 / -13.7
- charge = +2
- total energy (hartree) = -5714.40337

---

- The highest charge belongs to which entry?
  C29H24Cl3GeN4O2SSiTc

---

- Which of these has the highest charge?
  C29H24Cl3GeN4O2SSiTc